The following is a DFT calculation (the ωB97M-V functional and the def2-TZVPD basis) of a cluster of 3 separate species, C25H56BN3O4PS in total at a distorted geometry.

Results
Spin multiplicity = 3
Kohn-Sham gap (alpha / beta) = 7.34 / 8.10 eV
HOMO energy (alpha / beta) = -10.31 / -11.07 eV
Net charge = +1
Energy above the lowest of the compared OMol25 structures with the same formula, charge and spin = 0.0 kcal per mole
Expectation value of S² = 2.008

XYZ file:
```
91
Properties=species:S:1:pos:R:3:forces:R:3
N 0.414276 1.851579 2.130149 2.302 0.134 -1.407
B 1.565084 2.619044 1.670142 -1.050 -0.307 2.917
O 2.341239 3.304472 2.615232 -0.453 -0.799 -1.711
P 1.846596 2.641845 -0.242671 0.111 1.824 -0.420
C 3.038855 3.928140 -0.827270 -0.013 0.069 -1.578
C 2.951252 3.941098 -2.415509 0.107 -0.794 0.734
C 4.296763 4.368268 -3.070278 -1.298 -0.575 -0.235
S 5.551760 3.028951 -2.916665 0.075 0.227 0.052
C 0.190011 3.033430 -1.020910 -0.150 -0.948 -0.075
C -0.114499 2.290222 -2.370497 -0.150 0.024 0.902
C 0.363897 0.812008 -2.385122 -0.501 0.649 -1.113
C -0.326341 0.067859 -3.570370 1.309 -0.205 0.978
O 0.088757 -1.307011 -3.511435 -0.738 0.437 -0.324
H 0.135068 1.142932 1.459281 -0.549 0.046 0.214
H 0.601786 1.412979 3.026791 -0.388 0.290 0.241
H 3.067022 2.741044 2.913829 0.226 0.075 0.441
H 2.361572 1.375323 -0.604076 -0.229 0.385 -0.072
H 4.091903 3.719044 -0.581960 -0.519 -0.216 0.359
H 2.778522 4.946196 -0.498568 -0.066 -0.572 0.451
H 2.090595 4.553896 -2.728831 0.442 -0.042 0.007
H 2.722769 2.893165 -2.704062 0.166 0.584 -0.327
H 4.097276 4.610001 -4.127052 0.321 -0.081 0.417
H 4.644549 5.281366 -2.565474 0.357 -0.445 -0.220
H 5.045973 2.032627 -3.705451 -0.157 0.809 0.236
H -0.571942 2.714896 -0.283635 0.470 0.124 -0.188
H 0.094510 4.131803 -1.093816 0.282 -0.446 0.003
H 0.285497 2.893295 -3.198578 -0.072 -0.515 0.107
H -1.216561 2.270867 -2.462416 0.481 0.203 -0.071
H 0.115077 0.258835 -1.459717 0.047 0.410 -0.172
H 1.460097 0.784058 -2.549983 -0.427 -0.168 0.113
H 0.062353 0.500549 -4.506089 -0.599 -0.009 0.125
H -1.418024 0.137087 -3.458817 0.314 -0.077 -0.357
H 0.819272 -1.333497 -2.899710 0.362 -0.333 0.134
C 5.967444 -0.966306 6.321407 0.054 -0.351 -0.046
C 4.664997 -0.228811 5.945118 1.841 -0.003 1.432
C 3.536793 -0.692194 6.875438 -0.450 -0.204 -0.221
C 3.067746 -2.110545 6.570895 0.024 -0.022 -0.028
C 2.670762 -2.242421 5.103971 -0.137 0.329 0.435
C 3.752175 -1.758869 4.125251 0.640 -1.954 -0.936
N 4.332447 -0.443073 4.508789 -2.935 0.972 0.588
O 3.482457 0.486871 4.153973 0.726 0.263 -0.638
C 4.876090 -2.808691 4.014076 0.194 -0.168 0.230
C 3.139504 -1.724373 2.713982 -0.096 0.651 -0.003
C 4.985470 1.247332 6.228590 -0.410 0.266 -0.473
H 6.324168 -0.625589 7.294005 -0.115 0.147 -0.058
H 5.852362 -2.042646 6.422735 -0.006 0.027 -0.103
H 6.758033 -0.768722 5.595484 -0.055 -0.013 -0.030
H 2.682392 -0.012149 6.789992 0.070 0.054 -0.132
H 3.867961 -0.633176 7.914573 0.185 0.103 -0.103
H 3.843447 -2.838615 6.822110 0.014 0.038 -0.010
H 2.209611 -2.353810 7.201413 0.040 -0.018 -0.020
H 2.420441 -3.283828 4.888502 0.125 0.043 -0.189
H 1.751227 -1.668117 4.945312 0.086 0.099 -0.085
H 5.717812 -2.419468 3.438041 -0.019 0.049 0.062
H 4.517520 -3.700882 3.498862 -0.133 0.115 -0.026
H 5.247913 -3.158850 4.973508 0.021 0.100 -0.009
H 2.245712 -1.100666 2.662645 0.097 0.091 0.074
H 2.839205 -2.726914 2.409563 0.126 -0.054 0.190
H 3.862285 -1.356278 1.981481 0.008 0.009 0.046
H 5.776829 1.607667 5.567646 -0.027 -0.031 -0.006
H 5.330326 1.369970 7.255299 0.009 -0.238 -0.027
H 4.117933 1.896676 6.110898 0.004 -0.091 -0.117
C -6.715262 -1.269800 -1.605245 -0.082 -0.331 0.017
C -6.304988 -0.447088 -2.844923 -1.105 0.004 1.884
C -7.453222 -0.465503 -3.862177 0.061 -0.161 -0.463
C -7.607332 -1.818498 -4.550213 0.038 -0.031 0.011
C -6.289888 -2.251901 -5.186840 -0.358 0.461 -0.016
C -5.096777 -2.216298 -4.220134 0.414 -2.188 0.184
N -5.033805 -0.960750 -3.423104 -0.494 1.616 -2.575
O -4.535009 -0.020365 -4.191159 0.525 -0.252 0.842
C -5.147252 -3.430129 -3.270127 -0.280 -0.132 0.210
C -3.813022 -2.438436 -5.036066 0.214 0.667 -0.027
C -6.131304 0.977912 -2.297228 0.423 0.224 -0.440
H -7.508294 -0.756919 -1.058881 0.077 0.141 -0.099
H -7.121490 -2.250279 -1.840738 0.115 -0.001 -0.020
H -5.875319 -1.397750 -0.919773 0.027 -0.019 -0.066
H -7.285181 0.301525 -4.625501 0.161 -0.005 0.052
H -8.390438 -0.199744 -3.366839 0.138 0.038 0.170
H -7.956122 -2.576256 -3.843073 0.016 0.035 0.023
H -8.376997 -1.748836 -5.322383 0.015 -0.021 0.037
H -6.399330 -3.258039 -5.598527 0.198 -0.027 0.099
H -6.088838 -1.593800 -6.038679 0.129 0.054 0.092
H -4.391785 -3.343142 -2.486549 -0.038 0.067 -0.009
H -4.941645 -4.352180 -3.815560 0.049 0.128 -0.122
H -6.115971 -3.582503 -2.799633 0.038 0.077 0.037
H -3.696041 -1.711466 -5.839272 -0.022 0.111 0.153
H -3.824768 -3.420731 -5.508748 -0.209 -0.046 0.172
H -2.929665 -2.389415 -4.394590 -0.019 0.023 -0.015
H -5.308001 1.021196 -1.580035 0.006 -0.034 -0.037
H -7.036970 1.299589 -1.781873 -0.043 -0.237 -0.020
H -5.941305 1.709710 -3.082151 0.111 -0.133 -0.029
```
Positions in Å, forces in eV/Å.

The following is a DFT calculation (the ωB97M-V functional and the def2-TZVPD basis) of a cluster of 7 separate species, C25H56Br12N2O4P2 in total at a distorted geometry.

Results
Spin multiplicity = 1
Kohn-Sham gap = 8.71 eV
SMILES = [H]/N=C/C[PH](N)(CCCCOC)CCP(=O)(OCC)OCC.BrCCBr.BrCCBr.BrCCBr.BrCCBr.BrCCBr.BrCCBr
HOMO energy = -8.46 eV
Net charge = 0

XYZ file:
```
101
Properties=species:S:1:pos:R:3:forces:R:3
H -0.853694 4.380627 -1.083086 0.134 0.351 1.542
N -0.888336 4.704992 -0.071079 4.786 -1.350 1.846
C 0.308793 4.399235 0.542618 -2.923 0.666 -1.757
C 0.649056 4.745581 2.143201 0.559 0.179 -1.536
P -0.360812 3.566915 3.312550 -0.625 0.516 -0.930
N -1.680466 4.783620 3.252275 -0.552 0.368 0.572
C -1.478235 2.286270 2.445356 -1.956 -0.565 -0.552
C -1.714579 0.889025 3.269670 -0.903 -0.736 -1.020
C -1.367747 -0.369679 2.252275 -0.087 -0.616 -0.590
C -2.730406 -1.004744 1.525377 0.832 -0.077 -0.273
O -3.751686 -1.449863 2.485950 1.790 -0.535 -0.348
C -3.234515 -2.450474 3.432347 -0.330 -0.309 0.569
C 1.104602 2.364975 3.523357 2.034 -1.079 0.617
C 1.720570 1.755095 2.133378 -0.220 0.204 0.494
P 2.903210 0.272300 2.558091 6.586 1.125 -1.634
O 4.380445 0.684131 2.060469 -5.411 -1.241 1.752
O 3.073318 0.049035 4.310234 -2.240 -1.270 -3.864
C 2.466524 -1.224469 4.731222 -0.053 -1.278 2.154
C 3.654449 -2.371034 4.823506 -0.442 0.977 0.073
O 2.501497 -1.194073 1.708475 0.151 2.755 1.240
C 2.816268 -1.114036 0.271871 -0.295 -1.348 -1.836
C 3.924649 -2.300745 -0.126914 0.508 1.255 -0.570
H 1.102429 3.827202 -0.136906 -1.318 1.236 1.890
H 0.351328 5.843353 2.441136 0.528 -2.284 -0.893
H 1.797702 4.577678 2.294678 -2.193 0.389 -0.341
H -0.328136 3.783495 4.765123 -0.111 -0.247 -0.854
H -2.436913 4.577545 3.952234 0.858 0.233 -1.211
H -2.056668 4.916407 2.288160 0.167 -0.125 1.122
H -1.138039 2.110766 1.315677 -0.553 0.221 2.567
H -2.554881 2.795722 2.349131 2.602 -1.154 0.112
H -1.182357 0.824922 4.309949 -0.751 0.116 -2.180
H -2.881858 0.791548 3.498521 2.553 0.252 -0.437
H -0.671924 -0.044056 1.337823 -1.459 -0.569 2.090
H -0.797038 -1.257395 2.774771 -1.167 1.759 -0.903
H -3.229606 -0.240208 0.768103 0.918 -1.467 1.917
H -2.377978 -1.926328 0.870922 -0.579 1.686 1.297
H -2.649935 -3.338161 2.898726 -1.038 2.036 1.049
H -4.170639 -2.924288 3.972599 1.862 1.078 -1.172
H -2.586599 -1.900352 4.249042 -1.052 -1.303 -1.607
H 1.987477 2.992755 4.026378 -1.805 -1.338 -0.968
H 0.893710 1.484217 4.301611 0.276 1.939 -1.729
H 2.406802 2.574783 1.648717 -1.063 -1.959 0.898
H 0.932207 1.432014 1.332818 1.378 0.452 1.684
H 2.084758 -1.063754 5.847904 0.680 -0.133 -2.450
H 1.527626 -1.553738 4.113563 1.947 0.669 0.836
H 4.083522 -2.323310 5.922045 -0.861 -0.355 -2.304
H 3.196551 -3.418359 4.565660 1.176 1.967 0.523
H 4.513746 -2.027391 4.097725 -1.773 -0.993 1.275
H 3.127920 -0.052106 -0.108912 -0.315 -2.052 1.126
H 1.827217 -1.401775 -0.307940 1.784 0.723 1.351
H 3.463111 -3.085234 -0.882433 0.797 1.503 1.884
H 4.784823 -1.748669 -0.734739 -1.633 -1.244 1.421
H 4.394514 -2.814842 0.827954 -1.235 1.246 -2.134
Br -1.070788 4.065866 -4.230931 -0.018 -0.048 -0.005
C -2.900654 4.612529 -4.626391 0.039 0.193 -0.132
C -3.583678 5.166767 -3.397842 -0.328 -0.146 0.082
Br -4.129876 3.737600 -2.188162 0.129 0.038 -0.004
H -3.409298 3.742193 -5.050169 0.075 0.211 0.214
H -2.806759 5.383550 -5.396288 -0.043 -0.093 0.182
H -4.511087 5.678566 -3.669915 0.259 -0.158 0.038
H -2.952971 5.849230 -2.821199 -0.112 -0.177 -0.192
Br 0.303044 -3.646898 -1.091943 -0.035 -0.141 -0.009
C -0.945791 -5.126374 -1.326890 0.006 0.186 -0.248
C -2.079376 -5.048866 -0.330891 -0.141 -0.245 0.087
Br -1.506606 -5.637423 1.438208 0.012 0.088 -0.084
H -0.364642 -6.049641 -1.251835 -0.207 0.209 0.079
H -1.322070 -5.021093 -2.348340 -0.005 -0.029 0.203
H -2.885876 -5.732590 -0.610406 0.173 0.120 -0.011
H -2.487381 -4.040795 -0.215177 0.181 -0.220 -0.092
Br 3.608259 -8.423966 2.583144 -0.108 0.049 -0.021
C 2.473114 -7.781848 1.133051 0.027 -0.186 -0.078
C 3.019283 -6.506554 0.534418 -0.231 0.054 0.026
Br 2.650174 -4.973118 1.681810 0.082 -0.199 0.105
H 1.464726 -7.672266 1.541628 0.257 0.066 -0.103
H 2.475010 -8.586969 0.392911 0.035 0.181 0.068
H 2.520083 -6.279936 -0.411886 0.041 -0.065 0.114
H 4.100652 -6.531197 0.372869 -0.480 -0.118 0.119
Br -4.111236 8.200937 -4.772683 -0.071 0.158 -0.124
C -5.941102 8.747600 -5.168143 0.090 0.170 -0.177
C -6.624127 9.301839 -3.939594 -0.260 -0.031 0.095
Br -7.170324 7.872672 -2.729914 0.133 0.081 -0.037
H -6.449746 7.877265 -5.591920 0.075 0.229 0.203
H -5.847207 9.518621 -5.938039 -0.037 -0.106 0.175
H -7.551536 9.813637 -4.211667 0.195 -0.099 -0.035
H -5.993419 9.984301 -3.362951 -0.086 -0.212 -0.221
Br -1.891432 -1.012080 -7.815810 -0.075 0.002 0.102
C -2.135031 0.195088 -6.303513 -0.029 0.114 -0.206
C -0.840914 0.396010 -5.549903 0.006 0.062 0.282
Br -0.431510 -1.144693 -4.426160 0.057 0.035 -0.053
H -2.935675 -0.222987 -5.687094 0.288 0.091 -0.082
H -2.475223 1.136724 -6.743537 0.118 -0.120 0.108
H -0.924536 1.238402 -4.857493 -0.058 -0.156 -0.175
H 0.022036 0.552705 -6.203225 -0.297 -0.071 0.083
Br 6.079802 -4.981134 0.125601 0.412 -0.081 -0.136
C 6.951012 -5.573252 -1.515748 0.099 0.229 0.128
C 5.935890 -5.911797 -2.582497 0.075 -0.104 -0.201
Br 5.103480 -7.642400 -2.241494 -0.032 0.073 -0.024
H 7.596838 -6.414352 -1.248820 -0.230 0.156 -0.146
H 7.571930 -4.728995 -1.828350 -0.144 -0.154 -0.020
H 6.420915 -6.016987 -3.557040 -0.042 0.030 0.199
H 5.127846 -5.179014 -2.660968 0.242 -0.142 0.117
```
Positions in Å, forces in eV/Å.

The records above give, respectively, DFT total energy values of -2215.4735, -32967.2248 Ha.